Record 1
84
Properties=species:S:1:pos:R:3:forces:R:3:lowdin_charge:R:1 method="wB97M-V/def2-TZVPD" total_charge=+1 relative_energy_kj_mol=139.4 homo_ev=-9.39 spin_multiplicity=1
Ir 0.411546 1.046729 -0.114402 -0.86 3.48 0.17 1.43
S -0.551699 -1.791888 1.761557 0.16 -0.08 -0.28 1.04
F -2.017038 2.985904 -4.422925 0.00 0.03 0.08 0.08
F -1.455640 -1.647457 -4.295986 -0.02 0.00 -0.04 0.08
O -0.294039 -1.030802 0.469661 0.35 -0.18 -0.23 -0.60
N -0.581289 1.511563 1.723949 -0.22 -1.22 -0.01 -0.04
N 2.086983 1.318153 -1.294192 0.06 -1.46 -0.20 -0.03
N 1.913632 0.771234 1.282755 -0.07 -0.04 0.18 -0.08
N -0.170963 3.019644 -0.585602 0.60 -0.85 0.03 -0.04
C 0.078610 -5.050779 0.151665 0.06 -0.03 0.00 -0.06
C 1.337284 -3.186614 -0.695463 0.04 -0.02 -0.02 -0.05
C -3.163710 -1.737145 -0.640575 -0.07 -0.03 -0.02 -0.04
C -1.352779 -0.454159 -3.691751 0.08 0.19 0.13 -0.27
C -0.726544 0.840830 -1.779165 0.20 -0.88 0.22 -0.24
C 4.397299 0.599572 -1.426118 0.02 0.01 0.02 -0.15
C -4.797532 0.020601 -0.484937 0.03 0.02 0.01 -0.07
C -4.701877 -0.015168 0.900609 0.02 -0.03 0.01 -0.08
C -0.462534 0.954372 4.074447 0.04 0.09 0.01 -0.16
C -4.031899 -0.845059 -1.252883 -0.05 -0.04 0.02 -0.06
C 3.216324 0.800779 -0.692964 -0.04 0.09 0.12 -0.13
C 4.417106 1.024362 -2.774856 -0.01 -0.12 0.05 0.01
C 2.071986 -0.138752 3.597631 0.00 -0.11 0.24 -0.02
C 0.259050 0.354568 5.134307 -0.14 -0.05 0.07 -0.04
C 0.081551 -5.628058 -1.110613 0.03 -0.01 0.02 -0.07
C -1.652827 1.879725 -3.744456 -0.06 -0.03 -0.11 -0.21
C 2.147460 1.728004 -2.540148 0.08 0.14 -0.12 -0.08
C 1.462069 0.536149 2.558379 0.04 0.14 -0.26 -0.25
C 0.701769 -4.978781 -2.168315 -0.02 0.01 0.00 -0.07
C 3.146963 0.512242 0.715102 -0.32 -0.04 -0.01 -0.21
C 1.322095 -3.753367 -1.960733 0.05 -0.04 0.04 -0.07
C 0.662780 -3.168039 1.712567 -0.18 0.05 -0.06 -0.24
C -0.941816 3.200205 -1.688491 0.01 0.30 0.01 -0.20
C 0.094248 4.049662 0.227404 0.23 0.03 0.11 -0.10
C 3.313528 1.611895 -3.314401 -0.03 0.20 -0.04 -0.02
C 0.713906 -3.831575 0.371930 -0.10 0.11 -0.02 -0.29
C -3.840300 -0.914446 1.511344 0.02 0.02 0.01 -0.05
C 1.469656 -0.212820 4.875240 0.08 -0.05 -0.18 -0.06
C 4.300808 0.050391 1.312182 0.28 -0.09 0.07 -0.01
C -2.090453 -2.710477 1.404010 0.09 0.17 -0.10 -0.24
C 0.122578 1.022804 2.798507 0.09 0.18 0.01 -0.19
C -3.062670 -1.777380 0.743720 -0.06 0.02 0.12 -0.28
C -1.806235 1.954507 1.887927 -0.13 0.08 0.03 -0.10
C -1.147808 1.987222 -2.450288 -0.22 0.18 0.02 -0.17
C -2.445133 1.943681 3.137868 -0.04 0.22 0.00 -0.04
C -0.378560 5.318549 -0.014014 -0.07 0.01 -0.05 -0.04
C 5.450504 -0.251281 0.547265 -0.07 0.11 0.12 -0.06
C -1.780834 1.444425 4.218874 0.10 -0.10 0.00 0.01
C -1.176437 5.521681 -1.134097 -0.01 -0.02 0.01 -0.03
C -1.466244 4.461109 -1.969291 0.07 0.16 0.09 0.02
C -1.760697 0.674092 -4.392948 -0.02 -0.08 -0.08 0.07
C 5.508953 -0.001353 -0.789348 0.04 0.08 -0.11 -0.04
C -0.833137 -0.393955 -2.416789 -0.11 -0.11 -0.08 -0.05
H 6.396768 -0.224053 -1.366249 0.00 0.04 0.00 0.12
H -2.571053 -2.415069 -1.243645 0.01 0.01 0.02 0.12
H -3.454250 2.321358 3.227637 0.01 0.00 -0.06 0.12
H 3.311253 1.977880 -4.331422 -0.04 -0.01 0.01 0.12
H 3.005256 -0.652491 3.444327 0.05 0.09 0.07 0.09
H -4.120419 -0.835660 -2.331893 0.03 0.03 0.01 0.11
H 1.606379 -2.682174 1.965683 -0.02 0.00 0.09 0.09
H -2.303023 2.339330 1.005722 -0.08 -0.16 -0.02 0.12
H 1.806582 -3.244843 -2.784786 0.00 0.00 0.01 0.11
H -2.258507 1.387305 5.189716 0.01 0.05 -0.01 0.13
H -0.178323 0.315684 6.123415 -0.02 -0.01 -0.02 0.12
H 1.833104 -2.236326 -0.532588 0.00 -0.01 0.01 0.11
H 1.990169 -0.739789 5.664888 0.05 0.04 -0.02 0.11
H 5.317021 0.884497 -3.361209 0.00 0.01 0.02 0.13
H -0.521831 -1.308753 -1.928203 0.05 0.03 0.00 0.09
H 0.704144 3.828213 1.092826 0.04 -0.03 -0.06 0.12
H 6.312053 -0.676607 1.045570 -0.03 0.03 0.05 0.11
H -3.773172 -0.954405 2.593682 0.00 0.02 -0.01 0.12
H 0.711819 -5.431065 -3.151374 -0.03 0.02 0.01 0.11
H -0.132988 6.125125 0.661090 0.01 -0.03 0.01 0.12
H -2.101615 4.602197 -2.828501 0.04 -0.07 -0.05 0.12
H 1.248959 2.166137 -2.951224 -0.03 -0.17 -0.08 0.11
H -1.575071 6.503903 -1.351254 0.00 -0.01 0.01 0.12
H -2.449953 -3.061405 2.372572 0.04 -0.07 -0.01 0.11
H -5.309668 0.646265 1.505714 -0.01 -0.01 -0.01 0.11
H -0.391523 -6.589241 -1.262800 -0.01 0.02 -0.01 0.11
H 4.367487 -0.052829 2.381161 -0.02 -0.11 -0.02 0.09
H -0.406738 -5.562434 0.975789 0.02 -0.01 0.00 0.12
H -2.120074 0.616305 -5.410255 -0.05 -0.01 0.03 0.14
H -1.830981 -3.546057 0.757211 -0.05 -0.03 0.00 0.08
H 0.365696 -3.842040 2.518630 0.10 -0.02 0.02 0.11
H -5.475495 0.715745 -0.963380 -0.01 -0.02 0.00 0.11

Record 2
95
Properties=species:S:1:pos:R:3:forces:R:3:lowdin_spin:R:1 method="wB97M-V/def2-TZVPD" total_charge=+3 relative_energy_kj_mol=0.0 homo_ev="-16.37 / -16.37" spin_multiplicity=3
Mo -0.125365 -0.668755 1.377005 -0.34 0.23 0.17 2.14
S 1.990730 0.166088 2.313669 -0.05 0.08 0.03 0.02
S -1.757901 -2.163696 0.496850 -0.05 -0.07 -0.09 -0.08
P 1.236419 -1.119584 -0.790062 0.12 -0.14 0.04 0.00
F -0.744774 -7.023631 -3.294090 0.06 -0.02 0.01 0.00
F -0.724275 1.366449 -6.663063 -0.01 0.05 0.00 0.00
F 7.783327 -0.718905 0.728931 0.01 0.03 0.02 0.00
F 1.250066 -6.901876 -4.133605 -0.04 -0.03 0.04 0.00
F -1.170518 3.099771 -5.437198 -0.01 -0.01 -0.06 0.00
F 6.949375 1.070098 1.623625 0.02 -0.03 -0.05 0.00
F 0.963564 -7.697902 -2.138831 -0.03 0.01 -0.06 0.00
F 0.843304 2.779176 -6.178958 -0.07 0.01 -0.01 0.00
F 7.588701 1.090115 -0.448666 0.01 -0.01 0.05 0.00
N -0.663369 -1.061484 3.546145 0.11 0.00 -0.20 0.01
N -1.613039 0.543688 0.906101 0.17 -0.10 0.09 -0.13
N -5.016464 -0.946684 -0.965966 -0.17 0.22 -0.23 -0.01
N 1.794471 2.395615 3.828874 0.14 0.09 -0.04 0.00
N -4.180552 -1.547586 -0.278083 0.25 -0.01 0.28 0.01
N 0.267066 0.964676 4.357685 -0.05 -0.08 0.00 0.01
N -2.798793 0.265527 0.376844 -0.08 -0.08 -0.02 0.03
C -2.954033 -1.009238 0.137146 0.12 0.03 -0.10 -0.02
C 1.327143 1.181229 3.542783 -0.04 0.05 -0.04 0.01
C -0.342398 -0.292208 4.595492 -0.01 -0.03 0.06 0.01
C -0.243272 2.165582 -5.706070 0.08 -0.03 0.03 0.00
C -3.930514 0.801013 -2.350705 -0.03 -0.02 0.01 -0.01
C -0.317763 2.606382 1.092527 -0.10 0.13 0.06 0.00
C -0.553015 -0.669947 5.906828 -0.04 -0.03 0.07 0.00
C 2.064153 -3.799623 -1.240979 -0.07 0.00 0.01 0.00
C -6.349298 0.703947 -2.000621 -0.01 -0.02 0.02 0.00
C -1.213535 -2.265912 3.818626 0.01 -0.01 0.06 0.01
C -0.404504 1.737021 -3.234786 -0.03 0.05 0.03 0.00
C 1.251636 -0.485741 -3.469820 0.00 0.00 -0.04 0.00
C -0.202886 3.919255 1.534130 0.03 0.01 -0.02 0.00
C 1.077340 -2.828549 -1.403081 0.02 -0.02 -0.06 0.00
C -1.486757 1.901479 1.365057 0.03 0.00 -0.03 0.01
C 0.076732 2.084591 5.164749 -0.08 -0.05 0.06 0.00
C -5.056755 0.234655 -1.749889 0.00 -0.03 0.06 0.00
C -0.087670 0.985785 -2.110651 -0.05 0.02 0.13 0.00
C -1.132893 -1.901479 6.164105 0.01 0.05 0.11 0.00
C 0.711418 -5.384040 -2.435253 -0.02 0.00 0.00 0.00
C -2.531670 2.489154 2.075275 -0.02 -0.03 -0.01 -0.01
C 1.029047 2.969003 4.828298 0.10 0.10 -0.02 0.00
C 5.018542 -1.143460 0.749069 -0.06 -0.06 0.03 0.00
C -4.125032 1.863341 -3.205964 0.03 0.02 -0.04 0.00
C 2.952149 3.017953 3.177468 -0.08 0.00 0.03 0.00
C -0.264006 -4.417284 -2.633076 -0.02 0.05 0.00 0.00
C -1.464424 -2.715437 5.095843 -0.04 -0.07 -0.06 0.00
C 2.991288 -0.767839 -0.505317 0.01 0.06 -0.04 0.00
C 3.706746 -1.478736 0.463288 0.07 0.02 -0.06 0.00
C -1.237720 4.511896 2.242283 -0.01 0.04 0.02 -0.01
C -6.516491 1.800909 -2.822151 -0.01 0.02 -0.02 0.00
C 7.010899 0.340816 0.489212 -0.01 0.00 -0.02 0.00
C 0.926618 0.255111 -4.590974 0.01 0.01 -0.02 0.00
C 3.604291 0.293530 -1.167364 0.02 -0.01 -0.05 0.00
C 4.916495 0.636593 -0.869623 -0.01 0.03 -0.02 0.00
C -5.405333 2.372788 -3.428505 -0.03 0.03 0.01 -0.01
C 0.538526 -6.774209 -3.008052 0.01 0.02 0.00 0.00
C 5.614412 -0.077871 0.088915 -0.01 0.02 0.01 0.00
C 0.740114 -0.122888 -2.218644 0.00 -0.02 -0.04 0.01
C 0.095533 1.365566 -4.468539 0.03 -0.05 0.02 0.00
C -2.399878 3.794947 2.512863 -0.01 0.00 0.01 0.00
C 1.875506 -5.076289 -1.752920 0.06 0.02 0.04 0.00
C -0.079719 -3.145405 -2.120707 0.02 -0.08 0.02 0.00
H 3.850810 2.450672 3.401630 0.05 -0.03 0.01 0.00
H 0.470572 2.166934 0.497706 0.07 -0.05 -0.02 0.00
H 2.793700 3.041777 2.101842 0.00 0.00 -0.02 0.00
H 2.642342 -5.829524 -1.621721 -0.02 0.03 -0.01 0.00
H -3.438604 1.929548 2.262103 0.01 0.00 0.01 0.00
H -1.909548 -3.690654 5.239031 0.01 0.04 0.00 0.00
H 2.995419 -3.580753 -0.745647 0.07 0.05 0.06 0.00
H -5.889019 -1.473948 -1.019989 -0.14 -0.08 -0.02 0.00
H -7.210460 0.221326 -1.548729 0.04 0.01 -0.02 0.00
H -1.158570 -4.659480 -3.190582 0.01 0.01 0.00 0.00
H -1.032020 2.614331 -3.146855 0.04 -0.02 0.02 0.00
H 5.574720 -1.701012 1.492253 -0.01 0.01 -0.02 0.00
H 1.898276 -1.350094 -3.571511 -0.02 0.03 0.00 0.00
H -2.942083 0.394657 -2.198274 0.03 0.00 0.00 0.00
H -3.281900 2.297170 -3.727554 -0.03 -0.01 0.02 0.00
H 3.072398 0.857092 -1.923351 0.02 -0.01 0.03 0.00
H -0.831027 -2.390453 -2.311082 -0.03 0.03 0.00 0.00
H -1.304387 -2.221360 7.184238 0.01 0.01 -0.03 0.00
H 1.315994 -0.027052 -5.561626 -0.01 0.01 0.02 0.00
H 1.233371 3.957394 5.205553 -0.01 -0.04 -0.02 0.00
H -0.722262 2.144646 5.885098 0.06 0.00 -0.06 0.00
H 3.054306 4.027456 3.561364 0.00 0.03 0.00 0.00
H 5.394745 1.457194 -1.388641 -0.01 -0.02 0.01 0.00
H -0.237241 -0.020439 6.712045 -0.01 -0.04 -0.02 0.00
H -5.534825 3.212836 -4.098478 0.00 -0.01 0.00 0.00
H -3.211592 4.263060 3.054662 0.02 -0.01 -0.01 0.00
H 3.246744 -2.284698 1.019895 -0.04 -0.09 0.00 0.00
H 0.681805 4.493453 1.284697 -0.03 -0.03 0.02 0.00
H -0.496813 1.281318 -1.152370 0.04 -0.04 -0.12 0.00
H -7.507604 2.189986 -3.010258 0.02 -0.01 0.00 0.00
H -1.465817 -2.881280 2.970501 -0.01 -0.03 -0.01 0.00
H -1.152424 5.542405 2.566579 0.00 -0.06 -0.02 0.00

Record 3
87
Properties=species:S:1:pos:R:3:forces:R:3:lowdin_spin:R:1 method="wB97M-V/def2-TZVPD" total_charge=+1 relative_energy_kj_mol=141.4 homo_ev="-10.46 / -10.70" spin_multiplicity=2
W -0.812671 -0.217127 0.716089 -1.21 1.15 -2.10 0.76
Br 0.735914 -4.824031 1.328843 0.01 -0.10 -0.03 0.00
Br 4.704185 -2.339258 4.502550 0.02 0.03 0.03 0.00
Ge 0.207913 0.434850 -1.499620 0.47 0.80 -1.63 0.01
O -3.585535 -0.790986 -3.101880 0.00 0.15 -0.04 0.00
O -2.269495 -0.377306 -0.610877 0.51 -0.14 -0.82 0.00
O 0.089850 -1.870064 0.713299 0.51 -1.15 0.52 0.06
O -1.481276 1.185772 1.877204 0.22 0.68 1.15 0.05
N -2.290936 -1.187357 1.706280 0.74 -0.10 0.64 -0.01
N -1.503336 -0.903652 2.838589 -0.42 -0.05 0.64 0.01
N 1.130105 0.283940 1.573562 0.00 -1.05 0.13 0.00
C -2.722985 -2.673019 -0.053040 -0.18 -0.03 0.04 0.00
C 0.010990 -1.076536 -2.741415 -0.22 -0.21 0.12 0.00
C 2.638830 -3.338407 2.884202 -0.23 -0.25 -0.18 0.00
C 0.245561 2.127096 6.489637 -0.02 -0.02 0.01 0.00
C 4.866386 1.481558 -1.541111 -0.05 0.02 -0.01 0.00
C -0.606907 -0.902519 -3.978232 -0.03 0.01 -0.03 0.00
C -1.038857 3.578592 -4.083940 0.01 0.00 0.00 0.00
C -1.655191 2.721344 -1.528948 0.09 0.15 -0.22 0.00
C -1.946113 4.299862 -3.319805 -0.02 0.00 0.02 0.00
C -0.731810 1.985175 -2.274222 0.02 0.11 0.16 0.00
C -0.448678 -3.257659 -4.449210 0.01 0.00 0.03 0.00
C -0.478435 0.181039 5.277518 0.05 -0.03 0.03 0.00
C 3.345309 0.322925 3.253997 0.38 -0.44 0.31 0.00
C 0.405374 -2.368451 -2.380801 0.07 -0.10 -0.15 0.00
C 0.058597 2.915520 5.361250 0.03 0.00 -0.02 0.00
C -0.016357 0.761310 6.447075 0.01 -0.04 -0.03 0.00
C -2.430456 -2.432438 1.312734 -0.40 -0.12 -0.01 0.03
C 2.844884 1.446328 2.704508 -0.10 0.72 -0.24 0.00
C 4.418186 0.243350 -1.097452 -0.09 -0.03 0.04 0.00
C -0.436235 2.440916 -3.560575 0.07 -0.03 -0.07 0.00
C -0.823852 -1.977830 -4.831819 -0.01 0.00 -0.04 0.00
C -1.246396 0.408792 2.926672 -1.14 -0.33 0.81 0.00
C -3.006740 -3.981057 -0.485820 0.07 0.06 0.25 0.00
C 1.063696 -2.065486 1.609939 0.34 0.66 -0.42 0.00
C 1.661263 -0.882383 2.086813 0.36 -0.14 -0.09 0.00
C -2.782139 -1.568555 -0.956013 -0.04 -0.27 0.84 0.01
C -2.256222 3.866862 -2.037579 0.02 0.01 -0.03 0.00
C 1.249138 2.680030 1.211272 0.14 0.18 0.15 0.01
C -3.400216 -4.179709 -1.780868 -0.13 0.06 -0.31 0.00
C 0.173932 -3.451729 -3.221823 -0.03 0.08 0.05 0.00
C -3.996952 0.518014 -2.668608 -0.05 -0.18 -0.01 0.00
C -3.605891 -3.069921 -2.605950 -0.11 -0.22 -0.04 0.01
C 2.118752 0.896604 -1.546512 0.22 -0.01 0.28 0.00
C 1.723725 1.417166 1.839234 0.35 0.87 0.23 0.01
C -0.404804 2.341816 4.189117 -0.02 0.13 0.00 0.00
C 1.542543 -3.268332 1.991166 0.37 -0.66 0.43 0.02
C 2.765755 -0.925502 2.934042 -0.05 0.07 -0.05 0.00
C 3.228253 -2.201488 3.339848 0.16 0.14 0.12 0.01
C -0.678222 0.976953 4.149360 0.01 -0.06 -0.10 0.00
C 2.586688 2.138945 -1.980528 0.11 -0.11 -0.02 0.00
C -3.355699 -1.762464 -2.201838 -0.19 -0.07 -0.41 0.00
C 3.950278 2.426629 -1.984764 -0.09 -0.03 0.03 0.00
C 3.056804 -0.041449 -1.100073 0.05 0.09 -0.05 0.00
H -0.641483 -4.100827 -5.102659 0.04 0.04 0.02 0.00
H 5.926046 1.705487 -1.546534 -0.03 0.00 0.00 0.00
H 0.241038 2.597979 0.830857 -0.20 0.00 -0.11 0.00
H -1.941151 2.405425 -0.538938 -0.02 -0.12 0.30 0.00
H -2.337494 -3.250689 2.022858 -0.11 0.00 0.06 0.00
H -0.942599 0.082201 -4.280000 -0.04 -0.11 -0.01 0.00
H -3.585455 -5.179020 -2.153511 -0.03 0.10 -0.02 0.00
H 4.295705 3.392727 -2.334386 -0.02 -0.04 0.00 0.00
H 0.471301 -4.447654 -2.913015 0.02 0.05 -0.02 0.00
H -2.966720 4.420992 -1.434315 0.03 -0.04 -0.02 0.00
H 5.130368 -0.499866 -0.754586 -0.06 0.03 -0.03 0.00
H 1.909690 2.910911 0.373707 0.03 0.01 -0.02 0.00
H 1.884869 2.891467 -2.325049 0.04 -0.02 0.01 0.00
H 3.303063 2.403365 2.919134 -0.07 0.00 -0.07 0.00
H 1.304691 3.509062 1.919643 0.02 -0.07 -0.04 0.00
H -4.141033 0.563476 -1.592051 -0.03 -0.01 -0.02 0.00
H -0.793078 3.908548 -5.086580 0.00 -0.03 0.04 0.00
H 3.023103 -4.301833 3.186862 -0.07 -0.04 -0.02 0.00
H 0.127193 0.150830 7.330635 0.00 0.05 -0.06 0.00
H -2.403688 5.197336 -3.720664 0.01 -0.08 0.03 0.00
H -3.241597 1.239775 -2.961801 0.05 0.01 -0.01 0.00
H 2.726147 -1.020787 -0.760409 0.02 0.02 -0.03 0.00
H -0.694993 -0.878006 5.228276 -0.02 0.03 0.03 0.00
H 0.909605 -2.548092 -1.438310 -0.07 -0.01 -0.01 0.00
H 0.264768 3.977927 5.399096 -0.03 -0.04 0.01 0.00
H -1.297416 -1.813848 -5.794819 0.02 -0.01 0.10 0.00
H -3.979275 -3.194350 -3.616729 0.08 -0.03 0.04 0.00
H 4.208212 0.369018 3.907899 -0.07 -0.05 -0.01 0.00
H -2.911499 -4.808694 0.210288 -0.02 0.10 -0.04 0.00
H 0.282122 1.900687 -4.170010 0.00 0.07 0.02 0.00
H -0.584483 2.947634 3.309592 -0.01 -0.03 0.07 0.00
H -4.935291 0.739203 -3.169689 -0.06 -0.01 -0.06 0.00
H 0.578829 2.582940 7.413728 0.04 -0.03 -0.04 0.00

One value per record, in order, for max |F|: 3.59, 0.44, 2.68 eV/A.
One value per record, in order, for molecular weight: 883.0, 1008.8, 1072.0 g mol⁻¹.